This record from the Open Molecules 2025 dataset describes 2 unconnected molecules or ions with the total composition C5H11NO2. The level of theory is ωB97M-V with the def2-TZVPD basis set.

XYZ file:
```
19
C5H11NO2, DFT ωB97M-V with the def2-TZVPD basis set
O -0.6306 0.7523 -1.7901
C -0.6373 -0.3005 -1.2143
C -0.8476 -0.4483 0.2702
C 0.1476 0.3812 1.0907
C 1.3576 -0.5423 1.2621
C 0.7971 -1.9550 0.9651
N -0.6277 -1.9032 0.5916
H -0.5807 -1.2668 -1.7807
H -1.9076 -0.2651 0.4485
H 0.3613 1.2845 0.5273
H -0.3646 0.7301 1.9845
H 2.0970 -0.3277 0.5028
H 1.7437 -0.4229 2.2610
H 1.1400 -2.5919 1.7982
H 1.2976 -2.3508 0.0563
H -1.1605 -2.3049 1.3509
O 0.1313 3.1182 -1.0376
H 0.0190 3.1445 -2.0052
H 0.9801 3.5804 -0.9745
```

Output
structure (SMILES): O=C[C@@H]1CCCN1.O
HOMO level: -9.1 eV
total charge: 0
orbital gap: 0.367 Ha

---

This record from the Open Molecules 2025 dataset describes a single C6H13N molecule. The level of theory is ωB97M-V with the def2-TZVPD basis set.

XYZ file:
```
20
C6H13N, DFT ωB97M-V with the def2-TZVPD basis set
C 0.9502 -1.9438 -0.7982
C 0.8262 -0.4810 -0.4077
N -0.2194 0.3712 -0.9669
C 0.0462 1.7552 -1.3242
C -0.2877 0.0288 0.4471
C 0.0553 1.0401 1.5247
C -1.4745 -0.8537 0.7652
H 1.0001 -2.0954 -1.8799
H 1.8589 -2.3658 -0.3535
H 0.1124 -2.5363 -0.4183
H 1.7888 0.0128 -0.2448
H -0.8841 2.3222 -1.1919
H 0.8249 2.2541 -0.7260
H 0.3298 1.8268 -2.3783
H 0.2328 0.5141 2.4694
H 0.9642 1.6027 1.2931
H -0.7599 1.7557 1.6866
H -1.6717 -1.5320 -0.0681
H -2.3706 -0.2356 0.8936
H -1.3219 -1.4401 1.6783
```

Output
structure (SMILES): C[C@H]1N(C)C1(C)C
HOMO level: -8.8 eV
total charge: 0
orbital gap: 0.361 Ha

---

This record from the Open Molecules 2025 dataset describes 2 unconnected molecules or ions with the total composition C8H17N3. The level of theory is ωB97M-V with the def2-TZVPD basis set.

XYZ file:
```
28
C8H17N3, DFT ωB97M-V with the def2-TZVPD basis set
C -8.0366 0.0683 0.9899
C -10.1944 0.4026 -0.8721
C -8.4151 1.4140 0.4406
C 9.5933 0.7098 0.1720
C 11.4542 -0.6815 1.0991
C 11.7514 0.2323 -1.1790
C -10.7945 -2.0038 -0.2683
C 10.8816 0.0786 0.0098
N -8.8361 -0.8957 0.8063
N -9.3576 1.3225 -0.6582
N -9.9729 -0.9111 0.1464
H -7.2438 -0.0613 1.6262
H -11.0092 0.2963 -1.5820
H -8.9783 2.0001 1.2730
H -7.5306 1.9289 0.0048
H 8.9349 0.2856 0.9019
H 9.7907 1.6818 0.6903
H 9.2730 1.0014 -0.8775
H 12.1767 -1.4918 0.7320
H 10.6843 -1.0505 1.7907
H 12.3330 -0.1905 1.6816
H 12.7152 0.0685 -0.8756
H 11.3479 -0.5323 -1.8764
H 11.5990 1.1733 -1.7443
H -10.6016 -2.5777 0.6780
H -11.8099 -1.7881 -0.4935
H -10.4622 -2.5663 -1.2545
H -9.2926 2.0867 -1.3610
```

Output
HOMO level: -14.1 eV
total charge: +2
orbital gap: 0.261 Ha

---

This record from the Open Molecules 2025 dataset describes 2 unconnected molecules or ions with the total composition C5H11O2. The level of theory is ωB97M-V with the def2-TZVPD basis set.

XYZ file:
```
18
C5H11O2, DFT ωB97M-V with the def2-TZVPD basis set
C 0.3831 -1.2053 2.6335
C 1.4545 -0.3688 1.9509
H -0.4024 -1.4915 1.9205
H 0.6707 -2.1497 3.0921
H -0.2573 -0.6690 3.3466
H 2.2052 -1.0048 1.5028
H 1.8920 0.3171 2.6669
H 1.0094 0.2387 1.1658
C -0.4422 0.9687 -1.3898
C -0.0007 0.5843 -2.7908
C -1.8630 0.3981 -1.0454
O -2.3888 0.9092 -0.0259
O -2.3242 -0.4815 -1.7967
H 0.1964 0.4846 -0.6547
H -0.5115 2.0208 -1.1227
H 1.0180 0.9268 -3.0059
H -0.6466 1.0195 -3.5426
H 0.0074 -0.4973 -2.9046
```

Output
HOMO level: -3.8 eV
total charge: -1
orbital gap: 0.279 Ha

---

This record from the Open Molecules 2025 dataset describes a molecular structure, C2H4F2N4O3. The level of theory is ωB97M-V with the def2-TZVPD basis set.

XYZ file:
```
15
C2H4F2N4O3, DFT ωB97M-V with the def2-TZVPD basis set
C -0.6865 -0.3143 -0.3920
C 2.8349 0.0513 1.0116
N -1.8969 0.2163 -0.0888
N 0.2842 -0.7678 0.3754
N 2.5174 1.0335 0.4405
N 0.0215 -1.0468 1.6710
O -0.3684 -0.2079 -1.6565
O -1.0555 -0.6912 2.1594
O 0.8833 -1.6336 2.2564
F 1.0456 1.6263 -0.1605
F 3.1980 2.1678 0.2791
H 2.4389 -0.8529 1.6730
H 0.4768 -0.7242 -1.8648
H -2.3259 0.1281 0.8398
H -2.3446 0.7299 -0.7898
```

Output
HOMO level (alpha / beta): -7.5 / -10.6 eV
total charge: 0
orbital gap (alpha / beta): 0.273 / 0.301 Ha
2S+1: 3

---

This record from the Open Molecules 2025 dataset describes a single C3H6O2 molecule. The level of theory is ωB97M-V with the def2-TZVPD basis set.

XYZ file:
```
11
C3H6O2, DFT ωB97M-V with the def2-TZVPD basis set
C 0.1471 -1.0025 0.3059
C -1.0932 -0.1472 0.0771
O -0.5687 1.0205 -0.5354
C 0.8275 1.0304 -0.3125
O 1.1299 -0.0175 0.5666
H 0.4072 -1.5876 -0.5911
H 0.0804 -1.6643 1.1714
H -1.8303 -0.6037 -0.5897
H -1.5748 0.1048 1.0314
H 1.3424 0.8959 -1.2798
H 1.1324 1.9713 0.1562
```

Output
structure (SMILES): C1COCO1
HOMO level: -9.9 eV
total charge: 0
orbital gap: 0.400 Ha

---

Here are the calculated energy relative to the best compared isomer or geometry (same formula, charge and spin) numbers, same order: 43.4, 20.1, 56.0, 7.8, 0.0, 32.0 (kcal/mol).
Here are the calculated F_max numbers, same order: 1.8, 0.2, 9.2, 1.8, 6.8, 0.4 (eV/A).